{"formula": "C31H60FNO11PS7", "method": "ωB97M-V/def2-TZVPD", "mol_weight_g_mol": 897.26, "max_force_ha_per_bohr": 0.127, "total_charge": -1, "homo_ev": -4.8, "orbital_gap_ev": 6.204, "energy_ha": -5327.71277, "symbols": ["C", "O", "C", "C", "C", "C", "C", "C", "C", "C", "C", "C", "P", "S", "C", "C", "C", "C", "O", "O", "C", "O", "N", "C", "C", "F", "C", "O", "H", "H", "H", "H", "H", "H", "H", "H", "H", "H", "H", "H", "H", "H", "H", "H", "H", "H", "H", "H", "H", "H", "H", "H", "C", "S", "O", "C", "H", "H", "H", "H", "H", "H", "C", "S", "O", "C", "H", "H", "H", "H", "H", "H", "C", "S", "O", "C", "H", "H", "H", "H", "H", "H", "C", "S", "O", "C", "H", "H", "H", "H", "H", "H", "C", "S", "O", "C", "H", "H", "H", "H", "H", "H", "C", "S", "O", "C", "H", "H", "H", "H", "H", "H"], "coordinates": [[-0.55119, -0.32373, 3.46862], [-1.04754, 0.74530, 2.62967], [-0.00733, 1.74828, 2.41721], [0.11646, 2.12642, 0.86050], [1.40164, 1.46941, 0.15497], [1.39637, -0.16767, 0.19587], [2.86249, -0.78060, 0.50767], [3.28428, -1.78833, -0.67693], [3.43557, -3.33660, -0.24588], [2.45301, -3.82061, 0.91490], [0.91212, -3.46365, 0.88299], [-0.01153, -3.92991, 2.08167], [-1.85775, -3.55099, 2.20553], [-2.35355, -2.28854, 0.77313], [0.69827, -4.71980, 3.21348], [2.21217, -5.10455, 3.27869], [3.11452, -4.63513, 2.10178], [4.67801, -4.98370, 2.18580], [5.24217, -5.80274, 1.38099], [5.37224, -4.35923, 3.22976], [2.51714, -5.93520, 4.60552], [3.43252, -6.74809, 4.88112], [1.35246, -5.52600, 5.46245], [1.72398, -4.34265, 6.29231], [1.37244, -4.49315, 7.85532], [1.13233, -3.09701, 5.84494], [0.15940, -5.34541, 4.57714], [-1.01395, -5.68295, 4.88605], [0.21407, 0.03072, 4.25161], [-0.05440, -1.18736, 2.89667], [-1.48150, -0.78230, 3.98944], [-0.37619, 2.70396, 2.95909], [1.02496, 1.43730, 2.80699], [0.24789, 3.27688, 0.81778], [-0.85063, 1.86550, 0.30799], [1.41764, 1.83763, -0.94539], [2.33133, 1.91791, 0.65282], [1.02138, -0.47776, -0.85779], [0.58250, -0.49928, 0.92715], [3.58952, 0.12161, 0.44573], [2.97666, -1.20185, 1.56302], [2.61963, -1.72973, -1.61203], [4.33752, -1.45116, -1.03015], [4.54529, -3.52513, -0.04479], [3.17320, -3.98032, -1.17582], [0.44088, -2.85285, 0.04417], [-2.04455, -2.84722, 3.44227], [-2.62853, -4.75792, 2.11133], [2.86975, -4.20689, 6.19622], [0.78847, -3.54598, 8.18045], [2.31991, -4.51625, 8.50713], [0.68256, -5.38830, 8.05233], [3.92284, 3.17005, -4.34589], [2.17486, 2.72647, -4.24965], [1.95601, 2.04939, -2.93491], [2.24369, 1.44270, -5.51601], [4.12491, 3.94332, -3.60354], [4.54079, 2.29503, -4.13580], [4.14553, 3.55717, -5.34207], [2.96879, 0.67756, -5.23130], [2.52416, 1.88913, -6.47287], [1.25501, 0.98988, -5.60395], [-3.76260, 5.37916, 0.78858], [-2.21841, 4.57792, 0.30180], [-1.11991, 5.19901, 1.10892], [-2.15013, 5.30091, -1.35126], [-3.98780, 5.09881, 1.81864], [-3.65524, 6.46434, 0.72253], [-4.56770, 5.04101, 0.13780], [-2.14755, 6.39080, -1.28151], [-3.01088, 4.96304, -1.93085], [-1.23242, 4.96637, -1.83736], [1.32557, 6.39302, 4.18661], [2.20310, 4.98428, 4.89973], [2.30175, 3.93772, 3.84092], [0.87749, 4.49326, 6.02419], [1.95693, 6.84069, 3.41822], [0.38836, 6.05891, 3.73655], [1.12642, 7.13062, 4.96662], [-0.03120, 4.28017, 5.45782], [0.69362, 5.29470, 6.74242], [1.19128, 3.59494, 6.55744], [-5.47870, 1.12468, -2.23215], [-5.52014, 1.97573, -0.64112], [-4.53902, 3.10525, -0.71025], [-4.74375, 0.64641, 0.30035], [-5.88612, 1.79261, -2.99332], [-4.44970, 0.86681, -2.48948], [-6.08947, 0.22135, -2.17835], [-3.76117, 0.41907, -0.11683], [-5.37886, -0.23968, 0.26896], [-4.63082, 0.97492, 1.33467], [-6.90260, -3.66670, -2.98101], [-6.94710, -2.81470, -1.38924], [-5.97339, -1.68203, -1.45996], [-6.16381, -4.14156, -0.44826], [-7.31358, -3.00129, -3.74137], [-5.87253, -3.91985, -3.23874], [-7.50966, -4.57210, -2.92617], [-5.18041, -4.36425, -0.86647], [-6.79585, -5.03119, -0.47864], [-6.05155, -3.81277, 0.58567], [3.78620, 0.32589, -10.02814], [3.76576, 2.10456, -9.71667], [3.15131, 2.31647, -8.37048], [2.50788, 2.49273, -10.95280], [4.48597, -0.13909, -9.33265], [2.78928, -0.09064, -9.87253], [4.11581, 0.13950, -11.05181], [1.59195, 1.93879, -10.73871], [2.88074, 2.23327, -11.94532], [2.30195, 3.56305, -10.91250]], "lowdin_charge": [-0.1507, -0.2468, -0.2067, -0.1869, -0.1909, -0.1823, -0.1805, -0.2041, -0.1646, -0.0705, 0.0135, -0.3108, 0.3745, 0.0937, -0.0431, 0.0387, 0.0665, -0.5655, -0.0764, -0.1894, -0.2690, 0.1022, 0.0147, -0.2789, -0.0374, -0.0535, -0.2890, 0.0422, 0.1002, 0.0610, 0.0823, 0.1173, 0.1244, 0.0858, 0.1041, 0.0700, 0.1068, 0.1073, 0.0700, 0.1028, 0.1166, 0.1000, 0.1063, 0.1145, 0.1208, 0.0719, -0.0249, -0.0201, 0.1717, 0.0836, 0.0822, 0.0842, -0.2680, 0.8236, -0.5627, -0.2705, 0.0482, 0.0574, 0.0482, 0.0603, 0.0000, 0.0512, -0.2741, 0.8073, -0.5723, -0.2523, 0.0514, 0.0504, 0.0200, 0.0507, 0.0437, 0.0492, -0.2685, 0.7983, -0.5493, -0.2750, 0.0498, 0.0525, 0.0466, 0.0540, 0.0464, 0.0486, -0.2700, 0.8436, -0.6089, -0.2655, 0.0448, 0.0657, 0.0108, 0.0440, 0.0259, 0.0560, -0.2694, 0.8349, -0.5721, -0.2634, 0.0483, 0.0605, 0.0507, 0.0586, 0.0512, 0.0513, -0.2675, 0.8309, -0.5666, -0.2711, 0.0525, 0.0594, 0.0520, 0.0586, 0.0516, 0.0502]}

=====

{"formula": "C31H60I2N2NbO3", "method": "ωB97M-V/def2-TZVPD", "mol_weight_g_mol": 855.55, "max_force_ha_per_bohr": 0.086, "total_charge": -1, "homo_ev": -4.8, "orbital_gap_ev": 6.537, "energy_ha": -2204.25261, "symbols": ["C", "C", "C", "C", "C", "C", "C", "C", "C", "C", "Nb", "C", "C", "O", "C", "C", "C", "C", "C", "C", "C", "C", "C", "I", "C", "C", "I", "H", "H", "H", "H", "H", "H", "H", "H", "H", "H", "H", "H", "H", "H", "H", "H", "H", "H", "H", "H", "H", "H", "H", "H", "H", "H", "H", "H", "H", "H", "H", "H", "H", "H", "H", "H", "H", "H", "C", "C", "C", "O", "C", "N", "H", "H", "H", "H", "H", "H", "H", "H", "H", "H", "H", "C", "C", "C", "O", "C", "N", "H", "H", "H", "H", "H", "H", "H", "H", "H", "H", "H"], "coordinates": [[2.55420, -1.59417, 3.65928], [2.12268, -1.74963, 2.10075], [1.33454, -3.08104, 1.72615], [2.44976, -0.67599, 1.24678], [2.64029, -0.76432, -0.35921], [1.27886, -0.55171, -1.15870], [0.57034, -1.81853, -1.82769], [1.39080, -3.18844, -1.84143], [-0.92844, -1.92394, -1.20749], [-1.50004, -3.44882, -1.12941], [-3.78114, -3.57881, -1.11916], [-3.64331, -5.04616, -2.91621], [-4.60469, -6.31134, -2.77215], [-4.71613, -7.14607, -3.73167], [-6.05816, -3.76762, -1.35508], [-6.90779, -2.63029, -0.65338], [-6.75581, -1.10742, -0.82880], [-7.75861, -0.16442, -0.07328], [-8.90386, -0.65576, 0.83223], [-9.97246, 0.26944, 1.57785], [-9.04611, -2.19148, 1.03243], [-8.06941, -3.12214, 0.29354], [-3.88024, -5.22789, 0.42269], [-4.59003, -4.27161, 2.30425], [-2.52573, -5.98612, 0.81810], [-2.92134, -7.05024, 2.00552], [-1.62663, -7.19049, -0.75863], [2.92468, -2.60548, 4.04823], [3.38153, -0.81341, 3.72305], [1.63857, -1.29607, 4.29446], [0.69004, -3.37689, 2.61750], [2.05329, -3.92174, 1.39728], [0.61872, -2.84249, 0.86048], [2.64318, 0.34211, 1.74839], [3.26944, -1.67105, -0.62714], [3.30896, 0.14942, -0.60590], [1.48728, 0.22996, -1.98681], [0.53575, -0.03040, -0.44864], [0.39701, -1.54510, -2.93910], [2.46710, -2.94355, -2.17483], [1.33496, -3.81234, -0.89363], [0.95663, -3.83121, -2.69692], [-1.63474, -1.34939, -1.90110], [-0.99652, -1.51141, -0.13271], [-0.98350, -3.90880, -0.22001], [-1.16441, -4.08786, -2.03543], [-3.92828, -2.29142, 0.17057], [-3.78243, -2.24157, -2.36002], [-2.58083, -5.42433, -3.09136], [-4.03149, -4.44685, -3.82558], [-5.25622, -6.53048, -1.86033], [-6.37558, -4.79912, -0.95315], [-6.28885, -3.76262, -2.48390], [-5.93804, -0.70842, -1.51651], [-7.67156, 0.96874, -0.22962], [-10.98598, -0.27980, 1.47347], [-10.14337, 1.28354, 1.05209], [-9.79501, 0.38452, 2.69824], [-9.85773, -2.66376, 1.68608], [-8.22376, -4.25074, 0.43726], [-4.66864, -6.05082, 0.22339], [-1.73572, -5.30682, 1.31569], [-2.26087, -7.99278, 1.89584], [-2.70768, -6.63017, 3.04965], [-4.00877, -7.35572, 1.85232], [6.33745, 4.74334, 2.95230], [5.12844, 4.50757, 2.05153], [4.13046, 3.47522, 2.61429], [4.54962, 2.12102, 2.48444], [5.46060, 1.68946, 3.48054], [5.59858, 4.12800, 0.71210], [7.07076, 3.93651, 2.89193], [6.85455, 5.66152, 2.65910], [6.03366, 4.85226, 3.99743], [4.59779, 5.46280, 1.96923], [3.20555, 3.55264, 2.03446], [3.86322, 3.69939, 3.65423], [5.26357, 2.15398, 4.45058], [6.48688, 1.89074, 3.16334], [5.35914, 0.60733, 3.58680], [4.79454, 4.06974, 0.08929], [5.92814, 3.16349, 0.76915], [4.97818, 9.14958, -1.68437], [5.27237, 7.67300, -1.43435], [5.54121, 6.86945, -2.72304], [4.37373, 6.55682, -3.47612], [3.90874, 7.60825, -4.30464], [4.17005, 7.09242, -0.65769], [3.96490, 9.31998, -2.05386], [5.07384, 9.71731, -0.75443], [5.68178, 9.57388, -2.40670], [6.18154, 7.62500, -0.82495], [5.96989, 5.90540, -2.43306], [6.28907, 7.36296, -3.35615], [4.72801, 8.20740, -4.71141], [3.21181, 8.24241, -3.75113], [3.35643, 7.16581, -5.13630], [4.41728, 6.13652, -0.40775], [3.37945, 6.97813, -1.29339]], "lowdin_charge": [-0.0930, -0.2891, -0.0688, -0.0785, -0.1839, -0.1894, -0.3486, -0.1114, -0.2759, -0.4103, 1.5128, -0.3721, -0.3417, -0.0834, -0.3842, -0.2759, -0.0514, -0.0491, -0.2526, -0.1241, -0.0608, -0.0617, -0.9082, 0.6854, -0.8952, -0.2861, 0.8226, 0.0750, 0.0481, 0.0798, 0.0831, 0.0925, 0.0481, 0.0985, 0.0939, 0.1003, 0.1059, 0.1091, 0.1291, 0.0762, 0.0567, 0.0802, 0.0639, 0.0948, 0.0090, 0.0192, -0.1355, -0.1067, -0.0042, 0.0461, 0.0830, 0.0302, 0.0586, 0.0749, 0.0816, 0.0708, 0.0737, 0.0691, 0.0866, 0.0848, 0.0115, 0.0617, 0.0297, 0.0477, 0.0602, -0.0733, -0.4298, -0.1959, -0.2056, -0.1048, 0.0374, 0.0635, 0.0744, 0.0782, 0.1279, 0.1239, 0.1204, 0.0924, 0.0743, 0.0777, 0.0660, 0.0735, -0.0774, -0.4257, -0.2012, -0.1908, -0.1105, 0.0475, 0.0628, 0.0746, 0.0762, 0.1349, 0.1200, 0.1169, 0.0886, 0.0736, 0.0872, 0.0369, 0.0738]}